Here is 2 unconnected molecules or ions with the total composition C6H17FINO6PS in a non-equilibrium geometry from the Open Molecules 2025 dataset. Energies are from ωB97M-V/def2-TZVPD.

Computed properties:
E_LUMO   -4.550 eV
Kohn-Sham gap   7.347 eV
Total charge   +1
E_tot   -51206.1274 eV

Bonds (Å) are listed after each position.
Geometry (Å):
1 C 4.701 -3.409 -0.079  C2 1.532, H10 1.087, H11 1.093, H12 1.088
2 C 3.653 -4.036 0.846  C1 1.532, C3 1.535, H13 1.091, H14 1.094
3 C 2.247 -4.248 0.266  C2 1.535, I4 2.149, N5 1.526, H15 1.088
4 I 2.213 -4.822 -1.805  C3 2.149
5 N 1.274 -3.103 0.532  C3 1.526, S6 1.771, H16 1.031, H17 1.030
6 S 1.750 -1.459 0.078  N5 1.771, O7 1.409, O8 1.403, F9 1.514
7 O 0.546 -0.733 0.160  S6 1.409
8 O 2.746 -1.031 0.969  S6 1.403
9 F 2.199 -1.482 -1.368  S6 1.514
10 H 4.968 -4.050 -0.916  C1 1.087
11 H 5.616 -3.318 0.509  C1 1.093
12 H 4.470 -2.397 -0.402  C1 1.088
13 H 4.023 -5.031 1.101  C2 1.091
14 H 3.630 -3.479 1.787  C2 1.094
15 H 1.819 -5.107 0.778  C3 1.088
16 H 1.056 -3.036 1.538  N5 1.031
17 H 0.378 -3.324 0.074  N5 1.030
18 C -4.461 2.326 1.190  O19 1.440, H26 1.087, H27 1.092, H28 1.091
19 O -3.366 3.261 1.171  C18 1.440, P20 1.656
20 P -2.350 3.237 -0.138  O19 1.656, O21 1.482, O22 1.609, O24 1.638
21 O -1.274 4.144 0.325  P20 1.482
22 O -3.412 3.913 -1.139  P20 1.609, C23 1.428
23 C -3.821 5.258 -0.887  O22 1.428, H29 1.089, H30 1.091, H31 1.087
24 O -1.676 2.434 -1.396  P20 1.638, C25 1.433
25 C -0.456 1.734 -1.118  O24 1.433, H32 1.083, H33 1.090, H34 1.090
26 H -5.119 2.603 2.010  C18 1.087
27 H -5.026 2.365 0.256  C18 1.092
28 H -4.093 1.313 1.357  C18 1.091
29 H -3.114 5.784 -0.246  C23 1.089
30 H -4.804 5.259 -0.415  C23 1.091
31 H -3.888 5.771 -1.843  C23 1.087
32 H -0.510 1.203 -0.175  C25 1.083
33 H 0.372 2.442 -1.098  C25 1.090
34 H -0.290 1.017 -1.922  C25 1.090